C2H5FNO2S | ωB97M-V/def2-TZVPD

## Properties
HOMO-LUMO gap (alpha / beta), eV: 7.883 / 7.186
LUMO energy (alpha / beta), eV: 4.07 / 3.49
Energy above the lowest of the compared OMol25 structures with the same formula, charge and spin, kcal/mol: 68.5
Charge: -1
HOMO energy (alpha / beta), eV: -3.8 / -3.7

Geometry (Å):
C (0.524, -0.174, -0.345)
C (-0.329, -0.146, 0.877)
N (-1.532, 2.055, 0.747)
O (-2.789, 1.528, -1.347)
O (-0.972, 3.112, -1.563)
F (-0.766, 2.994, 1.451)
S (-2.112, 2.671, -0.712)
H (0.897, 0.744, -0.500)
H (1.425, -0.775, -0.168)
H (0.075, -0.467, -1.403)
H (-1.051, -0.808, 1.130)
H (0.009, 0.287, 1.766)

So, what does the Mulliken scheme give us? The charges, in e, come out as: -0.69 -0.75 -0.14 -0.58 -0.62 -0.22 0.52 0.31 0.30 0.23 0.40 0.27

C2H5FO | ωB97M-V/def2-TZVPD

## Properties
HOMO-LUMO gap, eV: 12.269
LUMO energy, eV: 0.97
Energy above the lowest of the compared OMol25 structures with the same formula, charge and spin, kcal/mol: 6.7
Charge: 0
SMILES: C[C@@H](O)F
HOMO energy, eV: -11.3

Geometry (Å):
C (0.583, 0.272, 0.080)
C (-0.836, 0.069, -0.394)
O (-1.483, -1.162, 0.129)
F (-1.721, 1.121, -0.022)
H (0.783, 1.411, 0.157)
H (0.848, -0.016, 1.064)
H (1.208, -0.053, -0.781)
H (-1.147, 0.078, -1.476)
H (-1.461, -1.088, 1.043)

So, what does the Mulliken scheme give us? The charges, in e, come out as: -0.88 0.28 -0.47 -0.31 0.28 0.35 0.23 0.24 0.28